[1]
{
  "formula": "C5H39NO15",
  "method": "wB97M-V/def2-TZVPD",
  "species": ["C", "C", "N", "C", "C", "C", "H", "H", "H", "H", "H", "H", "H", "H", "H", "H", "H", "O", "H", "H", "O", "H", "H", "O", "H", "H", "O", "H", "H", "O", "H", "H", "O", "H", "H", "O", "H", "H", "O", "H", "H", "O", "H", "H", "O", "H", "H", "O", "H", "H", "O", "H", "H", "O", "H", "H", "O", "H", "H", "O"],
  "xyz": [[-0.6490, 0.8344, -0.7230], [-0.3686, -0.4771, -0.7131], [-0.6117, -1.4307, -1.7404], [-0.2856, 1.6609, 0.4787], [0.7572, 2.7395, 0.1282], [0.7243, 3.9184, -0.4741], [-1.1142, 1.3992, -1.4609], [0.0428, -1.1216, 0.1310], [0.1649, -2.1356, -1.8111], [-1.0471, -1.0927, -2.5936], [0.2094, 0.9937, 1.2795], [-1.3229, 2.1381, 0.6692], [1.7077, 2.2886, 0.3986], [1.6318, 4.4194, -0.8284], [-0.1849, 4.5065, -0.5183], [-3.4503, 1.4872, -3.3704], [-3.0826, 1.2874, -1.9025], [-3.9397, 1.1324, -2.4715], [0.2807, 3.3565, 3.3839], [1.2044, 2.2714, 3.0449], [0.2676, 2.5575, 2.8699], [-1.4240, -1.4658, 3.0537], [-2.0725, -2.4064, 1.9584], [-1.3662, -2.3431, 2.5571], [2.1062, 0.0773, -2.2098], [1.3192, 1.1919, -1.8975], [1.3372, 0.4422, -2.4275], [2.4716, -1.9992, 0.6875], [3.3591, -1.3629, 1.7917], [3.3514, -1.6866, 0.8204], [-1.4708, -3.7100, -1.7862], [-0.1152, -4.4906, -1.8410], [-0.9024, -4.2248, -2.3563], [0.0868, 2.5940, -2.9902], [-0.9982, 3.2572, -2.4432], [-0.7775, 2.9707, -3.3213], [2.5113, 0.4728, 2.9535], [3.0572, 1.3206, 1.8253], [2.8655, 1.3669, 2.8035], [1.2819, -1.5527, 3.2088], [1.8925, -0.9234, 4.5973], [1.8348, -0.9476, 3.6654], [4.5129, -0.5743, -0.8767], [3.2413, -0.6132, -0.4752], [3.8629, 0.0697, -0.8537], [-4.4066, -0.6766, -1.7231], [-2.9540, -0.8546, -1.8575], [-3.7204, -1.0338, -1.1112], [-0.0600, 0.1440, -4.4907], [-0.7099, 1.5593, -4.5884], [-0.7805, 0.6727, -4.8216], [-0.1883, 1.0202, 3.2370], [-0.9519, 0.7605, 4.5612], [-0.7215, 0.2893, 3.7611], [-3.6185, -3.4679, 0.4041], [-2.4585, -2.3174, -0.1819], [-2.6699, -3.1539, 0.3540], [0.0096, -2.6850, 1.8814], [1.2360, -3.6511, 2.3668], [1.0949, -2.8020, 1.9880]],
  "atomic_forces_ev_per_a": [[1.4, -2.1, 2.7], [-0.4, -1.6, -0.6], [0.3, -0.1, 1.1], [-1.3, 1.0, 0.2], [0.2, -1.7, 0.2], [-0.1, 0.4, 0.2], [-0.6, 0.3, -1.8], [-0.2, 1.9, -0.5], [-1.6, 1.2, -0.5], [0.8, -0.2, -0.1], [-1.5, 1.1, -1.2], [1.8, -0.5, 1.0], [0.5, 0.3, -0.6], [-0.3, -0.2, 0.4], [-0.2, -0.2, -0.5], [-2.2, -1.3, 2.8], [-2.7, -0.6, -0.9], [4.9, 2.5, -2.3], [-0.6, 0.8, 0.4], [-0.2, -0.1, -0.7], [1.7, 0.1, 0.6], [0.3, -1.2, -0.9], [-1.9, -0.3, -1.6], [1.7, 1.7, 2.4], [5.5, -2.5, 1.1], [-0.2, 2.1, 1.5], [-4.1, 0.8, -3.6], [-1.3, -0.9, 0.5], [-0.2, -0.9, -2.3], [1.0, 0.7, 2.6], [-0.1, 0.1, 0.5], [-0.9, 0.2, -0.2], [1.0, -0.7, -0.3], [-0.7, 0.2, -1.3], [-1.1, 0.9, 0.6], [1.9, -0.7, 0.8], [-0.2, -0.3, 0.6], [0.0, 0.4, 1.4], [0.1, 0.1, -2.0], [-1.1, -1.7, -0.1], [-0.6, -0.5, 1.2], [2.3, 2.1, -1.0], [3.2, -1.4, -0.4], [0.2, 1.6, 0.2], [-3.0, 0.8, -0.3], [0.1, -0.3, 1.0], [-2.4, -0.9, 3.1], [2.3, 0.8, -3.9], [0.5, 0.4, 0.3], [0.5, 2.2, 0.9], [-1.2, -2.8, -1.3], [-1.8, -1.7, 1.5], [-0.2, 0.1, 0.2], [1.0, 1.1, -1.4], [1.6, 1.4, -0.8], [-1.7, -1.8, 0.8], [0.1, 0.2, -0.1], [2.6, -0.4, 1.0], [0.1, -1.1, 0.4], [-2.9, 1.4, -1.5]],
  "orbital_gap_ev": 8.55,
  "lumo_ev": 0.11,
  "de_lowest_kj_mol": 778.83,
  "max_force_ev_per_a": 6.16,
  "e_tot_ha": -1397.08389
}

[2]
{
  "formula": "C3HCdO2",
  "method": "wB97M-V/def2-TZVPD",
  "species": ["C", "H", "C", "O", "C", "Cd", "O"],
  "xyz": [[-2.1242, -0.4049, -0.0192], [-2.9685, -1.0708, -0.0656], [-1.1926, 0.3557, -0.0167], [-0.0324, 1.3187, 0.0852], [1.1790, 0.9788, 0.0212], [3.3878, -1.1076, -0.0345], [1.7509, -0.0699, 0.0296]],
  "atomic_forces_ev_per_a": [[1.0, 0.9, -0.1], [0.2, 0.2, 0.0], [2.1, 1.1, 0.4], [-2.1, -2.2, -0.5], [-2.4, 3.1, 0.2], [1.6, -0.9, -0.1], [-0.3, -2.2, 0.0]],
  "orbital_gap_ev": [4.46, 4.43],
  "lumo_ev": [-14.03, -14.02],
  "total_charge": 2,
  "de_lowest_kj_mol": 0.00,
  "max_force_ev_per_a": 3.98,
  "spin_multiplicity": 2,
  "e_tot_ha": -432.11685
}

[3]
{
  "formula": "C2HF3O2",
  "method": "wB97M-V/def2-TZVPD",
  "species": ["C", "C", "O", "O", "F", "F", "F", "H"],
  "xyz": [[-1.5288, -0.4267, 0.1049], [0.7552, 0.3008, -0.3316], [-2.0299, -1.4501, -0.2000], [1.7465, -0.4289, 0.1513], [-1.9545, 0.6897, 0.7290], [0.8195, 0.4337, -1.6860], [0.5836, 1.5204, 0.1986], [1.6083, -0.6389, 1.0338]],
  "atomic_forces_ev_per_a": [[3.8, 0.0, -1.1], [-3.5, 0.0, -1.0], [-0.2, 1.9, 0.9], [0.3, 0.8, -3.1], [-0.7, -1.2, -0.3], [0.3, -0.5, 1.9], [0.5, -0.5, 0.0], [-0.5, -0.6, 2.8]],
  "orbital_gap_ev": [9.10, 9.11],
  "lumo_ev": [-0.36, -0.36],
  "de_lowest_kj_mol": 345.12,
  "max_force_ev_per_a": 3.94,
  "e_tot_ha": -526.79152
}